1.
{
  "formula": "C25H32N2O3",
  "method": "ωB97M-V with the def2-TZVPD basis set",
  "e_lumo_ha": 0.0260,
  "total_energy_ha": -1307.0612,
  "e_above_lowest_kj_mol": 202.4,
  "species": ["C", "O", "C", "C", "C", "C", "N", "C", "C", "N", "C", "C", "C", "C", "O", "C", "C", "O", "C", "C", "C", "C", "C", "C", "C", "C", "C", "C", "C", "C", "H", "H", "H", "H", "H", "H", "H", "H", "H", "H", "H", "H", "H", "H", "H", "H", "H", "H", "H", "H", "H", "H", "H", "H", "H", "H", "H", "H", "H", "H", "H", "H"],
  "xyz": [[-5.826, -0.598, 0.949], [-4.833, -0.837, -0.013], [-3.551, -1.080, 0.410], [-3.160, -1.093, 1.756], [-1.862, -1.394, 2.119], [-0.953, -1.689, 1.117], [0.360, -2.064, 1.175], [0.832, -2.274, -0.104], [2.224, -2.788, -0.325], [3.325, -1.845, -0.395], [3.764, -1.242, 0.844], [3.005, 0.027, 1.256], [2.975, 1.071, 0.133], [4.381, 1.672, -0.065], [4.819, 2.267, 1.141], [2.063, 2.258, 0.506], [0.589, 1.983, 0.795], [-0.097, 1.730, -0.414], [-1.453, 1.841, -0.434], [-2.254, 2.090, 0.674], [-3.622, 2.237, 0.515], [-4.210, 2.120, -0.729], [-3.416, 1.841, -1.830], [-2.052, 1.707, -1.688], [2.497, 0.395, -1.158], [3.281, -0.885, -1.476], [-0.168, -2.015, -1.004], [-0.115, -2.089, -2.492], [-1.323, -1.646, -0.248], [-2.634, -1.338, -0.595], [-5.612, 0.300, 1.538], [-5.953, -1.453, 1.623], [-6.748, -0.445, 0.388], [-3.874, -0.873, 2.533], [-1.575, -1.413, 3.161], [0.877, -2.260, 2.015], [2.467, -3.495, 0.477], [2.234, -3.345, -1.268], [3.691, -1.989, 1.639], [4.826, -1.002, 0.723], [3.479, 0.462, 2.137], [1.981, -0.241, 1.510], [5.088, 0.895, -0.375], [4.334, 2.426, -0.865], [5.693, 2.642, 0.999], [2.097, 2.982, -0.311], [2.494, 2.727, 1.393], [0.175, 2.883, 1.271], [0.451, 1.141, 1.485], [-1.830, 2.164, 1.664], [-4.228, 2.451, 1.385], [-5.277, 2.235, -0.842], [-3.865, 1.733, -2.806], [-1.418, 1.500, -2.536], [1.443, 0.147, -1.043], [2.588, 1.090, -1.996], [2.842, -1.371, -2.349], [4.318, -0.632, -1.726], [0.713, -2.709, -2.826], [0.006, -1.093, -2.920], [-1.044, -2.508, -2.874], [-2.958, -1.308, -1.622]]
}


2.
{
  "formula": "C25H26N5NdO4S3",
  "method": "ωB97M-V with the def2-TZVPD basis set",
  "s_squared": 3.756,
  "e_lumo_ha": [-0.0597, -0.0560],
  "total_energy_ha": -3298.9075,
  "e_above_lowest_kj_mol": 106.3,
  "multiplicity": 4,
  "species": ["Nd", "C", "N", "C", "C", "N", "C", "C", "C", "C", "C", "C", "C", "S", "C", "C", "C", "C", "C", "C", "S", "H", "H", "H", "H", "H", "H", "H", "H", "H", "H", "H", "H", "H", "H", "H", "H", "H", "H", "O", "S", "O", "O", "C", "N", "C", "C", "C", "N", "C", "C", "C", "N", "C", "C", "H", "H", "H", "H", "H", "H", "O", "H", "H"],
  "xyz": [[-1.562, 0.847, -0.203], [-4.633, -0.866, -2.000], [-3.985, -0.597, -0.687], [-3.641, -1.747, 0.132], [-2.405, -2.539, -0.222], [-1.288, -1.734, -0.693], [-1.089, -1.756, -2.223], [-0.084, -1.958, 0.023], [0.741, -2.972, -0.469], [2.053, -3.179, 0.048], [2.549, -2.251, 0.967], [1.685, -1.365, 1.579], [0.348, -1.282, 1.174], [-0.570, -0.352, 2.284], [-4.588, 0.497, 0.009], [-5.534, 0.335, 1.056], [-5.874, 1.402, 1.857], [-5.224, 2.659, 1.644], [-4.484, 2.908, 0.481], [-4.245, 1.814, -0.411], [-3.317, 2.318, -1.824], [-5.652, -1.279, -1.929], [-3.950, -1.540, -2.560], [-4.660, 0.114, -2.502], [-4.471, -2.428, 0.141], [-3.560, -1.388, 1.146], [-2.701, -3.298, -0.964], [-2.164, -3.092, 0.707], [-0.098, -2.224, -2.576], [-1.104, -0.700, -2.600], [-1.934, -2.358, -2.580], [0.273, -3.813, -0.988], [2.609, -3.989, -0.392], [3.572, -2.228, 1.251], [2.107, -0.576, 2.154], [-5.910, -0.678, 1.257], [-6.496, 1.185, 2.700], [-5.392, 3.444, 2.412], [-4.011, 3.905, 0.356], [8.671, 0.392, -1.120], [7.581, -0.589, -1.380], [7.184, -0.381, -2.789], [7.515, -1.927, -0.762], [6.487, 0.329, -0.283], [7.053, 0.387, 0.876], [6.193, 0.812, 1.835], [4.940, 1.221, 1.546], [4.427, 1.047, 0.204], [5.237, 0.543, -0.726], [3.085, 1.449, -0.081], [2.614, 1.053, -1.395], [1.322, 1.360, -1.700], [0.533, 2.041, -0.831], [1.023, 2.584, 0.309], [2.326, 2.304, 0.682], [6.663, 0.771, 2.797], [4.281, 1.704, 2.261], [3.253, 0.470, -2.096], [0.850, 1.144, -2.625], [0.398, 3.324, 0.762], [2.753, 2.699, 1.593], [-1.856, 2.394, 1.527], [-2.550, 3.096, 1.529], [-1.290, 2.532, 2.311]]
}